Below is a molecular structure, C6H7NO, with properties calculated with the ωB97M-V functional and the def2-TZVPD basis.

Geometry as XYZ:
```
15
Properties=species:S:1:pos:R:3:forces:R:3:lowdin_charge:R:1
C 1.38706 1.57680 -0.76785 -2.300 -1.249 0.357 -0.2072
C 0.30305 0.86011 0.14497 0.260 -0.233 -3.179 -0.1417
C 0.66436 -0.60065 0.41256 1.493 0.328 2.176 -0.3215
C -0.89224 0.07029 -0.62911 0.117 -0.149 -0.575 -0.1682
C -1.58725 -0.64646 0.57728 3.046 0.327 0.737 -0.0158
C -0.47610 -1.00079 1.32824 -3.296 -0.212 -2.398 -0.0285
H 1.65687 1.02411 -1.71306 0.192 0.455 0.671 0.1283
H -0.00428 1.53587 0.88423 -0.262 0.662 1.337 0.1140
H 1.67349 -0.79140 0.87776 -0.744 -0.204 -1.141 0.1540
H -0.03637 -1.83519 -1.12204 -0.498 -1.386 0.015 0.0802
H -1.57926 0.47877 -1.46465 1.466 -0.581 1.280 0.1498
H -2.64297 -0.77867 0.72430 -0.105 -0.011 0.139 0.0839
H -0.48896 -1.64874 2.17010 0.304 -0.135 0.720 0.0836
N 0.26960 -0.90990 -0.97236 -0.436 1.844 0.060 0.0332
O 1.75300 2.66586 -0.45038 0.764 0.544 -0.198 0.0559
```
Forces are in eV/Å.

- E_HOMO (hartree) = -0.3308
- energy (Ha) = -362.69720
- LUMO level (eV) = 0.9
- 2S+1 = 1
- maximum force (eV/Å) = 4.08